Record 1
68
Properties=species:S:1:pos:R:3:forces:R:3:lowdin_charge:R:1 method="wB97M-V/def2-TZVPD" molar_mass_g_mol=477.63 largest_force_ev_per_a=1.2 smiles="CCOCCCNC(=O)c1cn(CC)c2ccc(S(=O)(=O)N(C)C3CCCCC3)cc2c1=O" total_charge=0 e_tot_ha=-1874.21971
C 1.324 4.785 5.779 0.3 -0.3 0.1 -0.0783
C 2.501 4.171 6.536 -0.2 0.2 0.1 -0.2818
O 3.307 3.318 5.759 0.2 -0.1 -0.1 -0.1544
C 2.687 2.108 5.379 0.1 -0.1 -0.1 -0.2356
C 3.756 1.172 4.822 -0.4 0.1 0.1 -0.1435
H 4.531 1.035 5.576 0.1 0.0 0.0 0.1172
H 4.212 1.638 3.947 0.1 0.0 0.0 0.1189
C 3.167 -0.189 4.444 0.1 0.1 0.3 -0.1719
N 2.223 -0.091 3.360 0.2 0.1 -0.2 0.0841
C 0.896 -0.086 3.556 0.0 -0.1 -0.3 -0.4637
O 0.360 -0.247 4.643 -0.2 0.0 0.3 0.0365
C 0.076 0.118 2.318 0.0 0.0 0.0 -0.0190
C -1.272 0.115 2.493 0.4 0.0 0.1 0.0314
N -2.187 0.296 1.521 0.2 0.1 0.2 -0.0383
C -1.765 0.478 0.223 0.5 0.1 -0.5 -0.1191
C -2.670 0.643 -0.840 -0.1 0.0 -0.1 0.0102
C -2.215 0.833 -2.123 -0.2 0.0 0.2 -0.0352
C -0.851 0.861 -2.383 0.4 0.1 -0.4 -0.2597
C 0.054 0.702 -1.367 0.1 0.0 -0.1 0.0311
C -0.382 0.505 -0.053 -0.2 0.0 -0.1 -0.0369
C 0.635 0.327 0.998 -0.2 0.0 0.1 -0.3078
O 1.836 0.355 0.737 0.1 0.0 -0.2 0.0466
H 1.115 0.728 -1.567 0.1 0.0 0.0 0.1307
S -0.340 1.107 -4.083 -0.4 -0.3 0.1 0.6820
O -1.015 2.264 -4.596 -0.2 0.0 0.0 -0.2828
O 1.093 1.068 -4.149 0.0 -0.2 0.2 -0.2699
N -1.050 -0.240 -4.771 0.4 1.0 0.5 -0.2564
C -1.608 -0.083 -6.093 -0.1 0.2 -0.3 -0.0747
H -0.872 -0.238 -6.888 0.0 0.0 0.0 0.0911
H -1.974 0.940 -6.153 -0.1 -0.1 -0.2 0.0792
H -2.440 -0.774 -6.226 0.0 0.0 0.0 0.0909
C -0.375 -1.475 -4.414 0.1 -0.5 0.0 -0.3594
C 0.766 -1.867 -5.354 0.1 0.1 0.3 -0.1495
C 1.477 -3.103 -4.808 -0.1 -0.1 -0.3 -0.1902
C 0.495 -4.260 -4.648 0.1 0.0 0.3 -0.2064
C -0.658 -3.863 -3.731 -0.1 -0.1 -0.3 -0.1968
C -1.371 -2.628 -4.276 0.2 0.2 0.3 -0.1453
H -2.183 -2.329 -3.609 -0.1 0.0 0.0 0.1167
H -1.799 -2.859 -5.253 -0.1 0.0 -0.1 0.1160
H -0.269 -3.645 -2.734 0.0 0.0 0.1 0.1158
H -1.366 -4.690 -3.643 0.0 0.0 0.1 0.1093
H 1.011 -5.131 -4.238 0.0 -0.1 -0.1 0.1082
H 0.098 -4.538 -5.628 0.0 -0.1 -0.1 0.1138
H 1.922 -2.865 -3.840 0.1 0.0 0.1 0.1187
H 2.284 -3.391 -5.485 0.1 0.0 0.1 0.1111
H 1.460 -1.029 -5.431 0.0 0.0 -0.1 0.1106
H 0.369 -2.090 -6.346 0.0 0.0 -0.1 0.1169
H 0.056 -1.272 -3.426 0.0 -0.3 0.0 0.1352
H -2.899 0.968 -2.945 -0.2 0.0 0.0 0.1226
H -3.733 0.623 -0.666 -0.1 0.0 0.0 0.1055
C -3.593 0.217 1.873 -0.5 -0.3 0.0 -0.1885
C -4.156 -1.177 1.607 0.0 0.2 0.0 -0.0580
H -3.618 -1.915 2.197 0.0 -0.1 0.0 0.0817
H -5.206 -1.210 1.884 -0.1 0.0 0.0 0.0786
H -4.062 -1.442 0.557 0.0 -0.1 -0.1 0.0706
H -4.150 0.975 1.319 0.1 0.0 0.1 0.1175
H -3.683 0.449 2.936 0.1 0.1 -0.1 0.1252
H -1.645 -0.040 3.497 -0.1 0.0 0.0 0.1450
H 2.560 0.105 2.420 -0.2 -0.1 0.0 0.1148
H 3.971 -0.868 4.147 -0.1 0.0 0.1 0.1208
H 2.633 -0.613 5.299 0.2 0.0 -0.1 0.1203
H 2.199 1.643 6.249 0.0 0.0 -0.1 0.1325
H 1.918 2.289 4.616 0.0 0.0 0.1 0.1186
H 3.179 4.962 6.870 -0.1 -0.1 0.1 0.1171
H 2.127 3.630 7.420 0.1 0.1 0.0 0.1167
H 1.677 5.255 4.864 0.0 0.1 -0.1 0.0777
H 0.588 4.027 5.524 -0.1 0.0 0.0 0.0647
H 0.846 5.537 6.401 -0.1 0.1 0.1 0.0711



Record 2
44
Properties=species:S:1:pos:R:3:forces:R:3:lowdin_charge:R:1 method="wB97M-V/def2-TZVPD" molar_mass_g_mol=274.13 spin_multiplicity=2 largest_force_ev_per_a=0.4 total_charge=0 s_squared=0.75 e_tot_ha=-1119.56197
C -2.857 -1.720 1.151 0.0 0.0 0.0 -0.3179
P -1.835 -0.427 1.974 -0.1 0.1 -0.1 0.9807
C -0.831 -1.564 3.023 0.1 0.0 0.0 -0.2963
C -0.646 0.187 0.593 0.1 0.0 0.0 -0.5143
C -0.511 1.703 0.887 0.1 -0.1 0.1 -0.1087
B 0.269 2.181 2.173 -0.1 0.0 0.0 -0.6972
O 0.563 1.332 3.204 0.1 -0.1 -0.1 0.1519
O 0.667 3.490 2.324 0.2 -0.2 0.1 0.1647
C 0.670 -0.603 0.629 0.0 -0.1 0.1 -0.1206
C 1.627 -0.475 -0.569 0.1 0.0 -0.1 -0.4482
C 2.669 -1.593 -0.477 -0.1 0.0 0.0 -0.0392
C 2.388 0.863 -0.618 -0.1 0.0 -0.1 -0.0095
N 0.830 -0.705 -1.815 -0.3 -0.2 0.2 -0.1139
O 0.737 -1.932 -2.166 0.1 0.1 -0.1 -0.0196
C -0.413 0.097 -2.036 0.0 0.0 -0.1 -0.4586
C -1.161 -0.520 -3.220 0.0 0.1 0.0 -0.0406
C -0.085 1.537 -2.443 0.2 0.0 0.0 -0.0304
C -1.310 -0.016 -0.781 -0.1 0.1 0.0 -0.1233
H -3.404 -2.233 1.944 0.0 0.0 0.0 0.0356
H -3.585 -1.269 0.478 0.0 0.0 0.0 0.0324
H -2.277 -2.469 0.606 0.0 0.0 0.0 0.0427
H 0.129 -1.117 3.266 0.0 0.0 0.1 0.0197
H -1.374 -1.695 3.960 0.0 0.0 0.0 0.0343
H -0.671 -2.544 2.572 0.0 0.0 0.0 0.0393
H -1.527 2.104 0.994 0.0 0.0 0.0 0.1078
H -0.100 2.236 0.027 0.0 0.0 0.0 0.0792
H 1.151 1.748 3.844 -0.1 0.1 0.1 0.1169
H 0.607 4.005 1.520 -0.2 0.2 -0.1 0.0969
H 0.415 -1.666 0.681 0.0 0.0 0.0 0.1158
H 1.234 -0.369 1.534 0.0 0.0 0.0 0.1164
H 3.374 -1.350 0.318 0.0 0.0 0.0 0.0857
H 2.212 -2.551 -0.247 0.0 0.0 -0.1 0.0804
H 3.210 -1.695 -1.417 0.1 0.0 0.0 0.0936
H 2.617 1.138 -1.648 0.1 -0.1 0.0 0.0915
H 1.847 1.688 -0.163 0.0 0.0 0.0 0.0593
H 3.336 0.761 -0.093 0.0 0.0 0.1 0.0842
H -0.471 -0.711 -4.040 0.0 0.0 0.0 0.0903
H -1.647 -1.456 -2.961 0.0 0.0 0.0 0.0814
H -1.914 0.190 -3.568 -0.1 0.0 0.1 0.0899
H -1.008 2.117 -2.475 0.0 0.0 0.0 0.0931
H 0.610 2.047 -1.787 -0.1 0.0 0.0 0.0447
H 0.353 1.538 -3.443 0.0 0.0 0.0 0.0932
H -1.777 -1.000 -0.836 0.2 0.0 0.0 0.0841
H -2.114 0.719 -0.895 -0.1 -0.1 0.0 0.1322



Record 3
39
Properties=species:S:1:pos:R:3:forces:R:3:lowdin_charge:R:1 method="wB97M-V/def2-TZVPD" molar_mass_g_mol=249.38 largest_force_ev_per_a=2.3 smiles=CO[Si](CCCN1CCOCC1)(OC)OC total_charge=0 e_tot_ha=-1040.09147
O 3.252 1.183 3.227 0.0 0.0 -0.7 -0.1515
O -1.016 -1.740 -2.860 -0.8 -0.5 1.4 -0.2083
O -2.663 0.289 -2.315 1.1 0.3 0.5 -0.2004
O -2.263 -1.673 -0.327 0.3 1.2 -1.7 -0.2033
N 1.339 1.194 1.386 0.1 0.9 0.6 -0.1609
C -0.775 -1.078 -4.068 0.5 0.2 -1.0 -0.1509
C -4.003 -0.058 -2.232 -1.0 -0.5 0.0 -0.1534
C -2.321 -3.058 -0.579 -0.2 -0.4 -1.3 -0.1478
C 1.977 0.889 3.788 0.3 0.6 0.4 -0.1883
C 3.271 2.386 2.440 0.8 -0.1 1.4 -0.1860
C 0.836 1.018 2.766 0.0 -0.7 -1.2 -0.1479
C 2.235 2.402 1.355 -1.5 -1.4 -1.0 -0.1481
C 1.775 -0.043 0.717 0.9 0.8 0.4 -0.1944
C 0.627 -0.718 -0.021 -0.1 -0.2 0.9 -0.2451
C -0.162 0.168 -0.951 -0.7 -0.5 -0.3 -0.1832
Si -1.618 -0.785 -1.624 1.2 0.5 0.7 0.3490
H -1.636 -0.434 -4.295 0.5 -0.1 -0.3 0.0813
H -0.614 -1.822 -4.872 -0.2 0.3 0.4 0.0925
H 0.157 -0.478 -4.001 -0.5 -0.1 -0.1 0.0880
H -4.652 0.660 -2.748 0.3 -0.1 0.0 0.0931
H -4.091 -1.052 -2.675 -0.7 -0.1 -0.1 0.0847
H -4.289 -0.115 -1.182 -0.4 0.0 0.0 0.0828
H -3.147 -3.290 -1.310 0.8 0.0 0.7 0.1023
H -1.357 -3.369 -0.995 -0.3 -0.4 -0.1 0.0782
H -2.467 -3.589 0.333 -0.3 -0.3 0.8 0.0726
H 1.813 1.551 4.650 -0.1 0.1 -0.1 0.1143
H 2.052 -0.114 4.213 0.1 0.0 -0.3 0.1172
H 4.279 2.480 2.018 -0.2 -0.2 0.2 0.1220
H 3.145 3.228 3.135 -0.1 0.1 -0.1 0.1175
H 0.127 1.819 2.958 0.2 0.3 0.3 0.1135
H 0.233 0.105 2.796 0.0 0.0 -0.1 0.1125
H 2.688 2.431 0.363 0.0 0.0 0.0 0.1122
H 1.585 3.277 1.426 0.0 0.0 0.1 0.1135
H 2.626 0.213 0.052 -0.6 -0.1 0.1 0.1280
H 2.206 -0.718 1.469 0.0 -0.2 -0.2 0.1172
H 1.008 -1.581 -0.560 0.1 -0.3 0.0 0.1120
H -0.077 -1.091 0.752 0.4 0.0 -0.3 0.1044
H -0.507 1.040 -0.418 0.0 0.5 0.1 0.0803
H 0.425 0.472 -1.811 0.3 0.3 -0.2 0.0803



Record 4
15
Properties=species:S:1:pos:R:3:forces:R:3:lowdin_charge:R:1 method="wB97M-V/def2-TZVPD" molar_mass_g_mol=149.07 largest_force_ev_per_a=5.0 total_charge=-1 e_tot_ha=-794.58043
C 1.423 -0.912 -0.668 2.1 -2.2 2.0 -0.1953
C -0.743 -0.120 -0.838 -1.1 -2.2 0.3 -0.1699
C -0.708 -1.257 0.244 -3.2 -0.7 -1.2 -0.1887
N 0.629 -0.020 -1.136 1.3 3.5 -3.3 -0.0808
N 0.657 -1.648 0.199 0.1 0.7 -0.7 -0.0593
O -3.290 2.144 -0.878 0.5 0.1 -0.7 -0.3656
O -2.846 0.861 1.231 0.3 -1.0 0.6 -0.3557
O -1.512 2.977 0.781 1.5 0.8 0.0 -0.3396
P -2.444 1.952 0.324 -3.3 0.9 0.6 0.1285
H -1.138 -0.639 -1.743 -1.0 1.4 0.6 0.1362
H -1.203 0.798 -0.436 0.7 -0.9 -1.2 0.0230
H -1.164 -0.977 1.214 0.6 0.1 -0.4 0.1009
H -1.400 -2.100 -0.190 1.1 1.2 1.0 0.1282
H 0.954 0.562 -1.964 -0.7 -1.0 1.8 0.1539
H 0.959 -2.236 0.921 1.1 -0.7 0.4 0.0841



Record 5
57
Properties=species:S:1:pos:R:3:forces:R:3:lowdin_charge:R:1 method="wB97M-V/def2-TZVPD" molar_mass_g_mol=438.55 largest_force_ev_per_a=0.9 smiles="CN(C)c1ccc(NC(=O)CSc2nc3ccccc3c(=O)n2C[C@@H]2CCCO2)cc1" total_charge=0 e_tot_ha=-1735.02109
C -7.536 -0.638 -0.419 0.1 0.0 -0.1 -0.0766
N -6.429 -0.709 0.505 -0.4 -0.2 0.1 -0.2034
C -5.292 0.026 0.253 0.3 0.0 0.0 -0.2419
C -4.294 0.196 1.223 -0.2 -0.1 -0.1 -0.0138
C -3.134 0.894 0.960 0.2 0.1 0.0 -0.0062
C -2.919 1.456 -0.292 -0.2 -0.1 0.1 -0.2505
C -3.902 1.303 -1.264 0.2 0.1 0.2 -0.0414
C -5.063 0.608 -1.002 -0.1 0.0 0.0 -0.0293
H -5.792 0.521 -1.790 -0.1 0.0 -0.1 0.0924
H -3.757 1.735 -2.246 0.0 0.0 -0.1 0.1116
N -1.749 2.152 -0.639 -0.3 0.3 -0.3 0.1215
C -0.642 2.358 0.112 0.1 0.5 -0.2 -0.5703
O -0.534 2.129 1.295 -0.1 0.0 0.2 0.0532
C 0.491 3.012 -0.687 0.4 -0.4 0.2 -0.3482
H 0.393 2.859 -1.761 -0.1 0.1 0.0 0.0767
H 0.547 4.077 -0.458 0.0 0.0 0.0 0.0877
S 2.083 2.328 -0.149 0.1 0.5 0.1 1.0496
C 1.656 0.629 -0.194 -0.6 0.2 -0.5 -0.5464
N 0.548 0.330 -0.774 0.4 0.3 -0.1 0.1019
C 0.115 -0.965 -0.730 0.2 -0.7 0.3 -0.1915
C -1.115 -1.305 -1.304 0.0 -0.1 0.0 -0.0044
C -1.570 -2.600 -1.226 0.0 0.1 -0.1 -0.0644
C -0.815 -3.587 -0.593 0.1 -0.1 0.1 -0.0760
C 0.403 -3.272 -0.037 0.0 0.0 0.0 -0.0077
C 0.880 -1.960 -0.097 -0.4 0.1 -0.2 -0.0627
C 2.166 -1.615 0.487 0.1 -0.1 0.0 -0.3516
O 2.926 -2.402 1.016 0.0 -0.1 0.1 0.0728
N 2.501 -0.255 0.402 0.0 -0.3 0.0 0.0302
C 3.750 0.176 0.995 0.8 0.3 0.2 -0.1101
H 3.595 1.120 1.524 0.0 -0.2 0.0 0.1082
H 4.053 -0.597 1.706 -0.1 0.2 -0.1 0.1373
C 4.862 0.373 -0.054 -0.5 -0.1 -0.2 -0.3147
H 4.526 1.121 -0.784 0.1 -0.1 0.0 0.1230
C 5.279 -0.948 -0.732 0.0 0.1 0.0 -0.1126
H 4.949 -0.993 -1.768 0.0 0.0 0.0 0.1175
H 4.855 -1.794 -0.193 0.0 0.0 -0.1 0.1014
C 6.803 -0.949 -0.601 0.0 0.2 0.1 -0.1460
H 7.219 -1.949 -0.509 0.0 -0.1 0.0 0.1117
C 6.994 -0.112 0.661 0.3 -0.3 -0.1 -0.1972
H 7.967 0.375 0.728 0.0 -0.1 0.0 0.1218
O 6.016 0.905 0.575 -0.1 0.2 0.1 -0.0958
H 6.834 -0.725 1.559 0.1 0.0 0.0 0.1245
H 7.263 -0.446 -1.452 0.1 0.0 0.0 0.1126
H 1.012 -4.014 0.457 0.0 -0.1 0.0 0.1184
H -1.189 -4.599 -0.542 0.0 -0.1 0.0 0.1017
H -2.526 -2.855 -1.659 -0.1 0.0 0.0 0.1057
H -1.696 -0.537 -1.788 -0.1 0.1 0.0 0.1017
H -1.696 2.396 -1.618 0.2 -0.1 0.2 0.1391
H -2.388 1.004 1.728 0.0 0.0 0.0 0.1039
H -4.415 -0.218 2.210 0.0 -0.1 0.1 0.0950
C -6.714 -1.135 1.854 0.1 0.0 0.0 -0.0758
H -7.634 -1.716 1.861 0.0 0.0 0.0 0.0802
H -6.833 -0.290 2.543 0.0 0.0 0.1 0.0946
H -5.912 -1.777 2.223 0.0 0.0 0.1 0.0853
H -7.888 0.390 -0.567 0.0 0.0 -0.1 0.0936
H -7.250 -1.052 -1.388 -0.1 0.0 -0.1 0.0841
H -8.364 -1.231 -0.037 0.0 0.0 0.0 0.0799